This record from the Open Molecules 2025 dataset describes C35H36CaN4O2Si as an isolated structure in a non-equilibrium geometry. The level of theory is ωB97M-V/def2-TZVPD.

```
! RIJCOSX wB97M-V def2-TZVPD def2/J DEFGRID3
* xyz -2 1
Ca 0.7823 0.3420 0.2824
O 2.5018 4.2339 2.9697
C 2.1957 3.4489 2.0719
N 2.4837 2.1417 1.9325
C 3.5003 1.6474 2.6781
O 4.5194 2.1973 3.0854
C 3.3274 0.1792 3.0158
C 3.9045 -0.3271 4.1740
C 3.7063 -1.6598 4.4797
C 2.9694 -2.4434 3.6036
C 2.4535 -1.8581 2.4587
N 2.6135 -0.5603 2.1733
C 1.2999 3.9889 0.9698
C 1.2556 5.3607 0.7567
C 0.4550 5.8525 -0.2552
C -0.2946 4.9583 -1.0029
C -0.1966 3.6084 -0.7136
N 0.5975 3.1153 0.2486
H 4.4867 0.3412 4.7923
H 4.1223 -2.0848 5.3866
H 2.7909 -3.4940 3.7942
H 1.8927 -2.4331 1.7312
H 1.8505 5.9910 1.4020
H 0.4150 6.9167 -0.4594
H -0.9389 5.2820 -1.8099
H -0.7581 2.8749 -1.2769
C -1.0848 0.0426 1.7919
C -2.1360 0.0023 2.4254
C -3.3634 -0.0587 3.1648
C -3.4526 0.4243 4.4768
C -4.6448 0.3635 5.1837
C -5.7837 -0.1794 4.6007
C -5.7118 -0.6614 3.2989
C -4.5203 -0.6025 2.5903
H -2.5652 0.8509 4.9261
H -4.6843 0.7468 6.1969
H -6.7149 -0.2247 5.1527
H -6.5913 -1.0855 2.8279
H -4.4604 -0.9729 1.5744
C 0.2820 -5.1189 -0.8842
C 1.5194 -4.3843 -1.4196
C 1.4815 -4.4032 -2.9546
C 2.7821 -5.1091 -0.9346
C 1.5204 -2.9921 -0.9387
C 1.4765 -1.8224 -0.5634
H 0.2522 -6.1460 -1.2660
H -0.6294 -4.6004 -1.1850
H 0.2996 -5.1486 0.2069
H 1.4258 -5.4333 -3.3266
H 2.3746 -3.9262 -3.3615
H 0.6152 -3.8490 -3.3186
H 2.7800 -6.1561 -1.2607
H 2.8382 -5.0829 0.1551
H 3.6742 -4.6192 -1.3279
C -3.1100 1.3422 -1.0315
Si -1.9879 0.2285 -2.0357
C -2.7869 0.1056 -3.7431
C -2.1231 -1.4858 -1.3070
N -0.3787 0.7697 -1.9779
C 0.4452 1.3043 -2.9136
C 1.7968 1.6132 -2.5912
C 2.6852 2.1969 -3.4712
C 2.2978 2.5205 -4.7696
C 0.9858 2.2319 -5.1329
C 0.0890 1.6485 -4.2515
H -4.1119 0.9046 -0.9455
H -3.2083 2.3318 -1.4919
H -2.7142 1.4663 -0.0192
H -3.7752 -0.3513 -3.6122
H -2.2054 -0.5237 -4.4229
H -2.9287 1.0791 -4.2187
H -3.1469 -1.8706 -1.3984
H -1.8529 -1.4877 -0.2475
H -1.4339 -2.1653 -1.8181
H 2.1372 1.3708 -1.5925
H 3.6960 2.3999 -3.1348
H 2.9878 2.9805 -5.4658
H 0.6436 2.4684 -6.1368
H -0.9152 1.4485 -4.5903
*
```

HOMO level in eV: -1.7
Molar mass in g mol⁻¹: 612.86
Largest force on an atom in eV Å⁻¹: 1.00
Gap between HOMO and LUMO in eV: 6.2
E_tot in a.u.: -2692.0190
Energy above the lowest of the compared OMol25 structures with the same formula, charge and spin in kJ/mol: 22.8

This record from the Open Molecules 2025 dataset describes C35H36ClNO8P2PdS as an isolated structure. The level of theory is ωB97M-V/def2-TZVPD.

```
! RIJCOSX wB97M-V def2-TZVPD def2/J DEFGRID3
* xyz 0 3
Pd 2.0620 0.0943 -0.1744
O 3.2742 2.1646 -2.6192
Cl 4.0602 1.5145 -1.6271
O 5.4420 1.7410 -1.8053
O 3.7843 0.0586 -1.6871
O 3.6238 1.9264 -0.2983
C -1.2856 0.6596 -0.5727
P 0.2942 1.1357 -1.3816
C 0.1544 0.8489 -3.1584
C -0.8980 1.4149 -3.8806
C -0.9972 1.2040 -5.2434
C -0.0456 0.4226 -5.8920
C 0.9949 -0.1455 -5.1775
C 1.0983 0.0631 -3.8076
C 0.3479 2.9289 -1.1384
C 0.5777 3.8169 -2.1851
C 0.6742 5.1778 -1.9300
C 0.5489 5.6569 -0.6353
C 0.3379 4.7725 0.4141
C 0.2433 3.4135 0.1671
P -1.7475 -1.1406 -0.6110
C -2.4290 -1.3113 -2.3058
C -1.7170 -2.0954 -3.2112
C -2.1748 -2.2651 -4.5117
C -3.3532 -1.6553 -4.9156
C -4.0701 -0.8702 -4.0211
C -3.6091 -0.6977 -2.7245
C -3.3133 -1.0624 0.3348
C -3.6699 -0.0315 1.1996
C -4.8486 -0.0993 1.9349
C -5.6864 -1.1970 1.8186
C -5.3369 -2.2361 0.9642
C -4.1595 -2.1703 0.2367
H -2.0883 1.3091 -0.9339
H -1.1159 0.9002 0.4799
H -1.6380 2.0268 -3.3746
H -1.8162 1.6428 -5.8003
H -0.1209 0.2565 -6.9605
H 1.7361 -0.7516 -5.6844
H 1.9163 -0.3740 -3.2472
H 0.7052 3.4477 -3.1919
H 0.8596 5.8630 -2.7479
H 0.6280 6.7191 -0.4399
H 0.2589 5.1410 1.4301
H 0.1174 2.7262 0.9949
H -0.7904 -2.5659 -2.8965
H -1.6075 -2.8719 -5.2081
H -3.7151 -1.7905 -5.9287
H -4.9930 -0.3950 -4.3344
H -4.1796 -0.0948 -2.0243
H -3.0379 0.8420 1.3160
H -5.1069 0.7159 2.6013
H -6.6052 -1.2474 2.3908
H -5.9825 -3.1008 0.8654
H -3.8975 -2.9888 -0.4272
C 2.3245 -4.5941 1.1516
N 2.4437 -3.5209 0.1804
C 3.7721 -2.9548 -0.0202
C 1.3642 -2.9138 -0.2866
O 1.3615 -1.8548 -0.9510
H 2.9892 -5.4143 0.8825
H 1.2972 -4.9542 1.1744
H 2.5807 -4.2182 2.1441
H 4.4838 -3.7738 -0.1228
H 4.0536 -2.3284 0.8262
H 3.7801 -2.3549 -0.9175
H 0.4130 -3.4024 -0.0554
C 1.8424 1.1565 8.2502
C 1.7864 0.7085 6.8154
C 2.2226 1.5405 5.7845
C 2.1782 1.1231 4.4652
C 1.6895 -0.1410 4.1690
C 1.2487 -0.9851 5.1735
C 1.2989 -0.5555 6.4906
S 1.6635 -0.6744 2.4880
O 1.1006 -2.0053 2.4531
O 3.0344 -0.5784 1.9661
O 0.8485 0.3313 1.7442
H 2.2247 2.1745 8.3329
H 2.4925 0.5027 8.8364
H 0.8513 1.1273 8.7087
H 2.6054 2.5264 6.0205
H 2.5257 1.7685 3.6656
H 0.8668 -1.9667 4.9170
H 0.9530 -1.2150 7.2796
*
```

HOMO level (alpha / beta) in eV: -8.3 / -8.4
Molar mass in g mol⁻¹: 834.56
Largest force on an atom in eV Å⁻¹: 0.43
Gap between HOMO and LUMO (alpha / beta) in eV: 8.9 / 7.2
E_tot in a.u.: -3680.7361
Energy above the lowest of the compared OMol25 structures with the same formula, charge and spin in kJ/mol: 0.0